1.
120
Properties=species:S:1:pos:R:3 method="wB97M-V/def2-TZVPD" gap_ev=9.58 spin_multiplicity=1 de_lowest_kcal_mol=57.7 lumo_ev=0.707 energy_ha=-2080.98765
H -3.1112 -3.0806 -0.2093
H 1.0189 -5.0262 1.3295
H -2.1203 -5.0578 -4.7505
O -3.7093 0.7162 2.1224
C 2.3455 2.2814 2.6400
H -3.0019 6.0318 -4.1921
H 3.7067 0.9147 -3.6586
H 1.1285 0.8782 4.8495
H 1.7660 -2.8216 0.9786
H 2.7077 2.1847 -2.9364
H -3.0054 1.9723 -5.0116
H -3.1812 1.9429 -2.0879
C -1.1405 4.2598 4.1745
C -2.8158 3.8642 -2.8523
H 0.5759 -0.8164 4.3969
H -0.3728 -1.6062 -2.3834
H 6.3290 -6.6599 0.3290
H -5.0816 -1.1138 3.9992
H 3.1777 -2.4115 0.0573
N 1.6978 -5.4411 0.7007
N -2.3172 -1.8433 4.2743
N 3.0440 0.4887 -0.9572
C 2.4082 -4.4300 -0.1258
C 0.6512 -0.0333 5.1735
C 3.5565 -5.0399 -0.8073
H -0.7990 6.1397 -0.5676
H 3.1668 2.3598 1.9473
H 3.1532 1.4491 -0.6877
H -2.8735 0.6867 4.0072
H 3.0852 -1.6799 -4.9604
H -0.4642 -4.6332 -5.4208
H 1.4397 2.0233 2.1147
H -2.5297 4.1134 -1.8152
C -4.5618 -1.7162 3.2354
H -1.0661 0.9574 -2.5553
N -1.0086 -1.7164 -1.5844
C 5.6328 -6.3178 -0.4584
H -0.6657 1.8440 1.4876
H -1.7727 0.2749 2.6557
H -1.7570 -2.7033 0.7636
H -0.1366 -3.5442 -1.0064
O -0.0444 4.0227 3.3251
O 0.2062 4.4474 -1.1728
H 1.2149 3.2681 4.8114
H -4.5823 2.3578 1.3955
C -1.1708 -3.1802 -1.2408
H -2.0484 -4.4030 0.2572
H 0.0386 5.1609 0.6769
C -1.9998 5.8605 -3.7383
C -3.1160 -1.3310 3.1960
H 3.4674 -3.3993 1.4723
H -5.0505 -1.4087 2.2854
C -2.0645 -3.3705 -0.0386
H 2.4308 -3.1819 -4.2267
C 2.7145 1.1257 -3.2644
H -1.0270 5.0422 4.8906
H 2.2905 -6.0260 1.3123
H -0.3355 -0.6144 0.0544
C -1.2239 1.9840 -2.9417
H 0.9481 6.2424 -0.3848
H 1.5158 -2.3294 -5.5320
H 1.2384 -0.5373 5.9146
H -4.2131 2.5068 3.1042
H 2.3010 4.3607 2.2678
C -3.8075 2.1059 2.1473
H -4.7081 -2.8129 3.4170
H -1.2478 6.3685 -4.3770
H 1.6816 -4.1340 -0.9387
H -1.5863 3.3328 4.6096
H -2.8060 -3.9103 -2.6169
C -1.0447 -4.8921 -4.4761
N 3.5712 3.8366 4.0291
H -0.8241 2.1152 -3.9341
O 4.7145 -5.3144 0.0794
C 0.1018 5.5556 -0.3326
C 2.1775 -1.1486 -2.5118
H 2.7126 1.6921 3.4681
H -2.7921 -1.7046 2.2134
H -1.8904 -1.3940 -1.9198
H 3.6478 4.7473 4.4543
H 2.5827 -0.0381 -0.2051
H -2.8274 -2.6247 4.7227
H -4.4038 1.9137 -4.1196
C -2.6895 2.3658 -2.9843
H 5.0325 -7.1977 -0.7323
H -1.2262 -0.4041 5.5320
H -0.6509 2.6191 -2.2600
H 1.8376 -1.7829 -1.6743
C -0.5302 1.2844 0.5333
H -2.8347 2.5066 1.8940
H -1.5590 -5.0731 -2.1405
H -3.8558 4.1361 -3.1440
H 1.1305 0.5958 -1.9151
H 3.2620 -6.0021 -1.1961
C 2.3413 3.7399 3.1881
O -0.9804 -3.7733 -3.6221
H -0.6688 -5.8480 -4.0610
N -3.4059 1.6793 -4.1446
H -1.9471 4.5875 3.5081
H 3.8701 -4.3326 -1.5694
C 2.1754 0.3178 -2.1494
H 0.1292 4.7502 -2.0706
C 2.1282 -2.1887 -4.6338
C -2.8350 0.1553 3.0273
H 0.0668 1.9176 -0.1381
H -1.5093 1.1809 0.0561
H 3.1950 -1.4825 -2.6316
H 1.2253 5.0404 4.4686
H -1.3972 -2.1609 3.9980
H -2.0440 6.2236 -2.7161
O -0.5892 0.3180 5.6339
O 1.4429 -1.3461 -3.6986
H 4.3967 3.6210 3.4480
H 2.0406 1.2148 -4.1350
C 1.1431 4.0404 4.0868
O -1.8265 4.4966 -3.7366
H 6.2116 -5.9673 -1.2983
O 0.0482 -0.0002 0.6899
C -1.7188 -4.0160 -2.4123
C 2.7505 -3.1977 0.6589

---

2.
135
Properties=species:S:1:pos:R:3 method="wB97M-V/def2-TZVPD" gap_ev=8.44 spin_multiplicity=1 de_lowest_kcal_mol=0.0 lumo_ev=0.127 energy_ha=-7207.73450
H 5.5228 -2.3587 -4.9152
H 1.7892 4.4990 -0.8487
H -5.0062 -2.7755 -4.3750
C 3.6571 -0.3127 -4.2834
O -2.0275 3.5224 0.1178
H -0.0857 -3.6444 -0.6848
O -1.2029 -0.7944 2.3077
C -1.5558 -1.2066 5.8798
H -0.6200 -0.9311 -6.8005
H -2.4032 4.3258 -2.3743
H 2.2339 -3.3079 0.4681
H -4.0028 -1.1277 -0.1231
O -4.9663 3.9630 -1.4427
C 5.2387 -2.4997 -3.8687
H -4.2909 -0.0048 -6.4585
C -0.7597 0.3568 -1.1077
O 1.2624 -1.3975 -1.2210
H 5.5167 -0.8309 0.5156
H 4.0474 1.2760 2.3541
H -3.0509 -2.7156 5.5080
H -4.2693 1.1617 -2.0173
C 6.0508 -4.7077 3.4994
H -3.9974 2.8034 2.1432
H -2.5847 -2.5289 7.2569
H 3.7077 -3.5580 4.2865
H -0.6240 -1.7773 5.7811
H -4.8953 4.3664 2.1589
S 6.4335 1.1773 1.5818
H -4.7946 -3.8028 -2.9620
H 0.1049 1.6336 2.7222
C 2.7003 -2.3413 0.5410
O 0.5863 -5.1894 1.9147
H 2.2254 -0.2259 0.1690
H -1.0448 1.3712 -1.3950
H 3.9307 5.2974 3.2358
O 0.0812 -0.9070 -3.2168
H -0.4779 0.1992 -0.0619
C -2.0028 5.1715 2.2291
H 4.3141 -3.0554 -3.8761
H -1.7980 4.3049 2.8455
H 4.0833 -0.2267 -5.2950
H -1.6345 -3.1191 -0.1460
H -3.0693 2.2839 -1.4289
S 4.8366 -0.9301 -3.0380
H -6.4510 0.6441 2.5735
S 0.5339 -0.2511 -2.0101
O 7.5900 0.5217 2.2602
H -7.8314 0.6200 1.4507
C -1.5210 -0.6340 -6.2964
H -2.7215 -4.2578 -4.3491
O 5.2703 -2.7901 1.9257
C -2.7733 -2.0259 6.3106
H 5.5036 4.8986 2.3982
H -4.4040 1.6746 -6.8448
O -6.7246 -1.0809 -0.5570
C 1.7432 -1.2083 0.1544
H 3.5762 -2.3257 -0.0919
C 3.8014 5.2141 1.1310
H -1.5631 -0.3879 -1.2345
O -2.8683 -2.2473 -1.5902
H 4.9744 6.5248 2.2735
H 4.8392 -2.9003 5.5031
H -0.1810 -2.5228 0.7145
H -1.5488 1.7143 3.4244
H 0.2692 3.6119 -0.3878
S -0.6596 -0.3972 3.5788
O -2.7057 0.1523 -8.5791
H 4.0016 -1.7939 4.4218
S 1.8425 3.6255 1.3479
O 1.2488 4.7928 2.0245
H 3.0318 -2.0405 1.5370
S -6.1633 -1.0488 0.8177
H -3.9856 -0.4444 1.5727
C 5.0020 0.8365 2.7282
C -1.4738 -6.0419 0.3639
H -3.7729 1.2338 -5.2538
H -1.2097 -3.2921 -4.1136
S 5.8419 -2.9588 3.2691
H 6.3606 -5.0184 4.4976
S -4.5723 3.4241 -2.7387
H -6.2408 1.2792 0.9783
C -4.5125 -0.5318 0.6180
O -1.7423 -0.5499 4.6896
H 5.1094 -5.2562 3.2901
C 4.4760 -2.7758 4.4720
C -6.7538 0.5070 1.5416
C 5.7604 0.2269 0.2387
H 5.2118 1.3018 3.6791
H -1.2975 -0.2874 -5.2609
H -4.9445 3.2211 0.7339
H 2.7170 -0.8841 -4.3582
C -4.7494 -2.7919 -3.3351
C -2.1466 -3.5906 -3.7015
C -3.8140 0.9385 -6.2736
O 5.9794 -0.0567 -3.1221
H 6.7692 -5.0624 2.7466
C -3.6079 1.9630 -2.2979
H -2.5502 5.9741 2.7453
H -3.6082 -1.3649 6.5238
H -5.4759 -2.2462 -2.7411
H 1.8171 2.7639 -0.7659
H -0.0858 1.6589 4.4760
S -2.9204 4.5820 0.7349
H -1.0334 5.5765 1.8952
S -2.2538 0.7669 -7.3057
H 4.8902 0.7458 -0.2207
O 3.3846 3.9063 1.2483
H 6.0711 -2.9508 -3.3879
H 3.0177 5.9145 0.9256
H -2.5393 -5.9417 0.1071
H 4.5222 5.1881 0.2820
H -3.5080 5.4278 -3.1487
C -0.5430 1.3395 3.5512
O 0.5767 -0.9682 4.0470
H 3.3957 0.7261 -4.0463
H -1.4295 -0.4510 6.6641
H -2.7274 4.2372 -4.1541
H -1.3851 -6.9753 0.8975
C 1.3457 3.6305 -0.3651
C -0.6388 -3.3848 0.2252
H 4.8483 -0.2511 2.8133
S -3.0706 -2.1810 -3.0496
H -4.5979 0.4748 0.1455
C -3.1445 4.4106 -3.1540
S -0.7589 -4.7105 1.4459
H -3.0137 1.6061 -3.1233
H -0.9363 -6.0541 -0.5773
O 1.5662 0.7665 -2.1078
H 0.8383 -1.1940 0.7679
H -2.2250 -1.4837 -6.3086
C 4.5897 5.4866 2.3792
H 6.4702 0.1968 -0.5822
H -1.8957 -4.1322 -2.7717
C -4.3250 3.6544 1.5403
O 1.6604 2.3476 1.9482

---

3.
128
Properties=species:S:1:pos:R:3 method="wB97M-V/def2-TZVPD" gap_ev=7.73 spin_multiplicity=1 de_lowest_kcal_mol=169.4 lumo_ev=-0.086 energy_ha=-2492.52051
N 21.6040 12.4040 -5.2450
H 13.2110 9.1230 -2.9100
H 22.1820 4.9770 -4.3840
H 20.1000 10.3540 -11.2160
H 19.4180 10.1590 -9.0610
H 18.2040 4.1560 -8.7080
H 18.5640 5.5210 -11.7790
H 16.1090 12.6500 -7.0450
C 18.7620 6.0970 -10.8410
H 22.6560 10.7190 -6.9440
H 13.9390 9.0630 -4.5890
H 19.0790 4.7630 -1.8840
H 14.8880 9.3420 -9.6100
H 22.6110 9.1560 -1.3190
H 14.1290 8.8590 -0.8830
H 15.7390 8.5100 -0.6880
H 21.1110 6.1500 -5.1160
H 18.0840 12.1230 -7.7890
H 21.2540 7.4230 -3.2700
C 20.6810 4.0570 -5.1010
C 18.9710 4.0750 -9.4430
C 23.1510 6.9540 -1.5680
N 18.6190 8.2890 -4.6950
H 15.3500 8.5310 -11.7520
H 19.2780 7.0260 -11.1520
H 16.7500 8.5810 -10.9330
C 16.1750 11.6030 -6.8220
H 19.0370 5.2120 -5.6860
H 17.8710 5.7560 -2.8020
H 15.7810 7.9200 -7.4410
H 13.5030 7.6510 -3.5990
O 18.9490 10.3190 -0.6980
O 21.7260 8.0780 -9.7030
H 14.7080 7.2960 -0.9870
O 21.1760 2.7600 -4.7860
N 21.3450 5.1320 -4.8910
H 15.9510 7.1350 -11.0310
O 14.0690 7.6750 -9.5520
O 20.3740 7.9440 -6.1140
H 19.4630 7.4680 0.8170
H 16.5710 7.0150 -8.7620
H 15.6370 11.7360 -8.5580
H 17.7950 6.3680 -10.4510
H 17.5130 6.5870 -5.9760
H 20.6810 5.2030 -10.1840
C 19.1470 7.6780 -5.7230
H 18.2080 10.6180 -0.1630
H 23.2490 6.1250 -2.3140
N 19.4670 4.2600 -5.5770
C 16.1650 7.9650 -8.4410
H 24.0830 6.9700 -1.0050
O 20.1300 10.6620 -4.7290
H 22.6140 7.3670 -5.9630
H 18.6990 3.7280 -10.4210
H 21.8860 8.8610 -4.0230
H 21.7910 9.8440 -9.3090
C 19.7480 6.8060 -0.0310
N 16.2340 4.3390 -6.7900
C 13.9710 8.6270 -3.5300
H 20.0680 5.7890 0.2710
C 22.8310 8.3930 -2.1190
H 16.6170 7.3420 -2.4510
C 15.8040 8.1640 -10.8530
H 19.5460 6.0600 -2.8280
H 24.0510 6.8780 -3.9250
C 21.6580 8.3920 -3.0330
H 18.4540 7.7790 -1.4960
C 21.1240 9.1580 -9.8250
H 21.5730 9.5070 -6.3790
O 23.8690 8.6980 -2.6980
H 15.9730 9.9750 -5.4870
H 18.4440 9.7770 -2.5600
H 21.0770 13.0140 -4.6380
H 18.2890 11.6820 -6.1520
H 16.7260 3.4570 -6.5820
C 17.6940 11.4580 -7.0460
H 20.2360 8.7380 -11.7950
H 21.7330 9.7840 -11.7320
H 22.5380 8.0770 -9.2070
H 19.7390 8.9320 -7.9660
C 15.7610 11.0640 -5.4800
C 20.7820 9.4820 -11.2650
O 15.9540 7.5370 -3.1250
N 18.4700 6.7590 -6.3380
H 15.4900 6.5320 -6.6210
O 19.6680 6.2040 -8.7870
C 18.7790 5.7570 -2.1890
H 19.7930 3.2900 -9.1600
H 19.2330 11.3370 -2.5250
N 21.9180 10.4680 -6.2450
H 23.9240 8.5200 -5.3810
O 16.5160 4.3900 -4.4120
N 15.8180 6.1720 -5.7340
H 24.0740 7.5860 -6.6990
C 15.1220 8.3430 -9.5930
H 17.6210 5.6870 -0.0130
H 18.9940 8.5960 -9.5690
C 14.9570 8.3260 -1.2660
H 17.6490 8.2350 -4.3950
H 14.7490 11.1600 -5.2930
H 17.8770 10.4160 -7.2940
H 15.8730 9.4680 -2.6770
H 13.4620 8.1040 -10.2340
H 18.9830 3.3970 -5.7220
C 19.6710 5.3650 -9.7990
O 24.2610 6.5470 -4.7840
H 16.0300 4.5590 -7.7050
C 23.6860 7.5070 -5.6710
C 16.1980 4.9360 -5.6310
H 19.9700 7.0520 -9.0290
C 18.5660 10.6600 -1.9720
H 22.2170 12.8950 -5.8550
O 15.6110 11.1020 -7.7960
H 23.7640 9.6550 -2.8690
O 17.5710 6.5050 -0.4820
H 16.4830 11.4400 -4.7160
H 18.8170 6.2980 -7.2330
H 22.3410 6.7960 -0.8390
H 20.6120 7.3620 -0.3890
H 19.0860 9.1510 -4.4620
C 21.1610 11.1820 -5.4890
H 17.5970 11.0800 -1.8940
H 16.9830 8.7130 -8.2910
H 20.9030 8.9540 -2.4720
H 15.8110 6.6520 -4.8060
C 19.8220 9.1110 -9.0690
C 15.2480 8.5100 -2.7590
C 18.6390 6.7780 -1.0640